Density functional theory data (the ωB97M-V functional and the def2-TZVPD basis) for a structure of composition C49H43AlN6O4S3 in a non-equilibrium geometry.

```
! RIJCOSX wB97M-V def2-TZVPD def2/J DEFGRID3
* xyz 0 1
Al 0.1015 0.3400 0.3428
C 2.9660 1.3563 1.9460
C 2.5747 0.3574 2.9882
C 3.0282 0.5171 4.2872
C 2.7548 -0.4250 5.2605
C 2.0079 -1.5360 4.9264
C 1.5130 -1.7188 3.6421
C 0.7175 -2.9583 3.3613
C 1.7944 -0.7569 2.6578
N 1.2540 -0.9118 1.3576
C 1.4866 -2.1002 0.7654
O 2.3687 -2.9057 1.0234
C 0.5382 -2.3397 -0.3783
C 0.4467 -3.4934 -1.1443
C -0.4292 -3.4872 -2.2264
C -1.1410 -2.3375 -2.5410
C -1.0208 -1.2384 -1.6952
N -0.2309 -1.2973 -0.6319
C -1.7634 0.0568 -1.7851
O -2.4115 0.3778 -2.7744
N -1.6053 0.7503 -0.6344
C -2.5247 1.8014 -0.4113
C -3.9592 1.4122 -0.3343
C -4.3781 -0.0067 -0.5756
C -4.8719 2.3415 -0.0405
C -4.5347 3.7293 0.3891
C -2.7302 4.9259 0.1171
C -1.6315 4.0057 -0.4039
C -0.2619 4.6111 -0.6158
H 3.5272 2.1760 2.3869
H 3.5852 0.8757 1.1893
H 2.0750 1.7566 1.4700
H 3.6198 1.3892 4.5264
H 3.1237 -0.2932 6.2669
H 1.8031 -2.2904 5.6716
H 0.2877 -3.3550 4.2785
H -0.0856 -2.7708 2.6489
H 1.3689 -3.7182 2.9266
H 1.0422 -4.3556 -0.8929
H -0.5308 -4.3724 -2.8372
H -1.7914 -2.2745 -3.4008
H -3.7226 -0.6905 -0.0372
H -5.3999 -0.1540 -0.2360
H -4.3339 -0.2554 -1.6328
H -5.9163 2.0682 -0.0047
H -5.3448 4.1479 0.9923
H -2.4406 5.9312 0.4102
H -0.3525 5.6948 -0.6934
H 0.4039 4.3906 0.2151
H 0.1801 4.2520 -1.5433
C 0.8274 -7.0971 -5.5212
C 1.4703 -5.9121 -4.8668
C 1.0757 -4.6254 -5.2136
C 1.6715 -3.5199 -4.6403
C 2.6921 -3.6752 -3.7045
N 3.2378 -2.5057 -3.1521
C 4.4022 -2.3572 -2.4578
O 5.2216 -3.2129 -2.2404
N 4.6566 -1.0305 -2.0759
C 3.7917 -0.0041 -1.7501
C 4.2572 1.3173 -1.6849
C 3.3557 2.3146 -1.3602
C 2.0527 1.9825 -1.0313
N 1.6196 0.7250 -1.0224
C 2.4583 -0.2284 -1.4159
C 3.0961 -4.9568 -3.3464
C 2.4843 -6.0544 -3.9275
H -0.2157 -6.8922 -5.7526
H 0.8817 -7.9783 -4.8877
H 1.3371 -7.3244 -6.4576
H 0.2942 -4.4863 -5.9463
H 1.3453 -2.5257 -4.9174
H 2.7681 -1.6598 -3.4455
H 5.6209 -0.8941 -1.8013
H 5.2970 1.5342 -1.8783
H 3.6640 3.3460 -1.3268
H 1.3254 2.7151 -0.7283
H 2.0823 -1.2352 -1.4257
H 3.8863 -5.0886 -2.6252
H 2.8051 -7.0463 -3.6446
O -0.0497 1.7485 1.2779
C -1.2643 2.2462 1.7470
C -2.0782 2.8848 0.5924
C -3.1784 3.8415 1.1020
C -4.0334 4.7341 -0.6896
C -3.6730 4.1447 -2.0061
S -2.3431 3.1442 -1.9178
C -0.9615 3.1869 2.8860
C -1.5958 3.3406 4.0817
C -0.9601 4.2761 4.9273
C 0.1547 4.8087 4.3694
S 0.4526 4.1747 2.8006
C -2.1426 1.1345 2.2803
C -3.4517 1.1348 2.6613
C -3.8997 -0.1358 3.0871
C -2.9323 -1.0822 3.0089
S -1.4340 -0.4220 2.4664
H -3.1903 4.0135 2.1734
H -4.6709 5.6138 -0.7941
H -4.4009 3.9559 -2.7673
H -2.4798 2.7985 4.3661
H -1.3206 4.5239 5.9096
H 0.8251 5.5376 4.7786
H -4.0956 1.9949 2.6375
H -4.9003 -0.3225 3.4332
H -2.9954 -2.1217 3.2599
*
```

Electronic energy (eV): -107747.89553
HOMO energy (eV): -6.14
Relative energy (zero: lowest compared OMol25 entry of this formula, charge and spin) (kcal/mol): 99.3
E_LUMO (eV): -0.541
Frontier orbital gap (eV): 5.595

Mulliken atomic charge list, values in e, 99 entries: number 1, Al, carries -2.2895; number 2, C, carries 0.0145; number 3, C, carries 0.2829; number 4, C, carries -0.9551; number 5, C, carries -0.9621; number 6, C, carries -1.0748; number 7, C, carries 1.8187; number 8, C, carries -1.5866; number 9, C, carries -0.5883; number 10, N, carries 1.5005; number 11, C, carries 0.5681; number 12, O, carries -0.7390; number 13, C, carries -0.5404; number 14, C, carries -0.5553; number 15, C, carries -0.6654; number 16, C, carries -1.3339; number 17, C, carries 0.6265; number 18, N, carries 0.8256; number 19, C, carries 0.0920; number 20, O, carries -0.7440; number 21, N, carries 0.9044; number 22, C, carries 0.3805; number 23, C, carries 2.1638; number 24, C, carries -2.0603; number 25, C, carries -1.7657; number 26, C, carries -0.5243; number 27, C, carries -1.2224; number 28, C, carries 0.7737; number 29, C, carries -1.7219; number 30, H, carries 0.5869; number 31, H, carries 0.0478; number 32, H, carries -0.4089; number 33, H, carries 0.4415; number 34, H, carries 0.3953; number 35, H, carries 0.4532; number 36, H, carries 0.5292; number 37, H, carries 0.1656; number 38, H, carries 0.4215; number 39, H, carries 0.7034; number 40, H, carries 0.6521; number 41, H, carries 0.6397; number 42, H, carries 0.2078; number 43, H, carries 0.5065; number 44, H, carries 0.3763; number 45, H, carries 0.3346; number 46, H, carries 0.6893; number 47, H, carries 0.4266; number 48, H, carries 0.5384; number 49, H, carries 0.1861; number 50, H, carries 0.3748; number 51, C, carries -1.5682; number 52, C, carries 0.9110; number 53, C, carries -0.9363; number 54, C, carries -0.5430; number 55, C, carries 0.7343; number 56, N, carries -0.0155; number 57, C, carries 0.1997; number 58, O, carries -0.6592; number 59, N, carries -0.0324; number 60, C, carries 0.5291; number 61, C, carries -0.9610; number 62, C, carries -1.0584; number 63, C, carries -0.2896; number 64, N, carries 0.9374; number 65, C, carries -0.5217; number 66, C, carries -0.4581; number 67, C, carries -0.8393; number 68, H, carries 0.3728; number 69, H, carries 0.3814; number 70, H, carries 0.3256; number 71, H, carries 0.3581; number 72, H, carries 0.4168; number 73, H, carries 0.2556; number 74, H, carries 0.3096; number 75, H, carries 0.4983; number 76, H, carries 0.5583; number 77, H, carries 0.3994; number 78, H, carries 0.6377; number 79, H, carries 0.5013; number 80, H, carries 0.3876; number 81, O, carries -0.0304; number 82, C, carries -0.1294; number 83, C, carries 0.5462; number 84, C, carries -0.7308; number 85, C, carries 0.0038; number 86, C, carries -0.9812; number 87, S, carries -0.4210; number 88, C, carries 0.2919; number 89, C, carries -0.2114; number 90, C, carries -0.9203; number 91, C, carries -0.7503; number 92, S, carries -0.0169; number 93, C, carries -0.1312; number 94, C, carries 0.2137; number 95, C, carries -1.3391; number 96, C, carries -0.8231; number 97, S, carries 0.4574; number 98, H, carries 0.9220; number 99, H, carries 0.4531

Density functional theory data (the ωB97M-V functional and the def2-TZVPD basis) for a structure of composition C49H44AsN5S3SeV.

```
! RIJCOSX wB97M-V def2-TZVPD def2/J DEFGRID3
* xyz -2 4
V 0.6394 -1.6486 -0.6920
C 1.1334 -3.3560 -2.1709
C 2.3211 -2.5755 -2.0921
C 2.0377 -1.2996 -2.6186
C 0.6863 -1.2842 -3.0441
C 0.1149 -2.5547 -2.7409
C -1.2701 -2.9693 -3.1281
C 0.0773 -0.2602 -3.9467
C 3.0417 -0.2176 -2.8494
C 3.6745 -3.1499 -1.8153
C 1.1011 -4.8321 -1.9363
H -1.5268 -3.9440 -2.7159
H -1.3563 -3.0175 -4.2183
H -2.0056 -2.2473 -2.7671
H -1.0003 -0.2040 -3.8274
H 0.3161 -0.5314 -4.9823
H 0.4709 0.7380 -3.7545
H 3.6182 -0.4202 -3.7585
H 3.7473 -0.1396 -2.0190
H 2.5523 0.7484 -2.9553
H 4.4212 -2.3773 -1.6385
H 3.9938 -3.7346 -2.6862
H 3.6781 -3.8138 -0.9519
H 0.0852 -5.2161 -1.8974
H 1.5927 -5.1043 -1.0019
H 1.6248 -5.3341 -2.7579
C 5.2045 -2.7478 2.3496
C 4.7365 -1.7703 1.4785
C 3.4628 -1.8518 0.9543
C 2.6170 -2.9195 1.2799
C 3.0825 -3.8920 2.1783
C 4.3630 -3.7976 2.6953
N 1.3571 -2.9727 0.6964
N 0.6194 -4.0053 1.0701
C -0.6791 -4.1192 0.6024
C -1.0578 -5.4697 0.3966
C -2.2616 -5.8239 -0.1614
C -3.1762 -4.8309 -0.5194
C -2.8841 -3.5200 -0.2132
C -1.6737 -3.1293 0.3773
H 6.2003 -2.6795 2.7707
H 5.3596 -0.9218 1.2211
H 3.0989 -1.0634 0.3038
H 2.4235 -4.6999 2.4567
H 4.7043 -4.5569 3.3905
H -0.3217 -6.2185 0.6613
H -2.4923 -6.8707 -0.3263
H -4.1209 -5.0859 -0.9835
H -3.6114 -2.7375 -0.3847
C 5.0261 4.5045 0.3113
C 4.0798 4.3885 1.3227
C 2.9954 3.5420 1.1690
C 2.8306 2.7975 0.0014
C 3.7822 2.9234 -1.0031
C 4.8771 3.7694 -0.8523
As 1.2481 1.6506 -0.2801
C 1.1672 0.7161 1.3849
C 2.2912 0.5683 2.1947
C 2.2636 -0.0305 3.4387
C 0.9846 -0.4174 3.9229
C -0.1460 -0.3036 3.1885
C -0.1434 0.0964 1.7463
C -0.0734 3.0864 0.0036
C -0.5445 3.3826 1.2759
C -1.4766 4.3962 1.4595
C -1.9429 5.1201 0.3729
C -1.4776 4.8234 -0.9001
C -0.5535 3.8069 -1.0821
H 5.8755 5.1666 0.4336
H 4.1912 4.9607 2.2363
H 2.2660 3.4402 1.9637
H 3.6684 2.3586 -1.9199
H 5.6090 3.8515 -1.6478
H 3.2389 0.9641 1.8346
H 3.1596 -0.1443 4.0339
H 0.8923 -0.7816 4.9440
H -1.1014 -0.5651 3.6176
H -1.0022 0.7425 1.5033
H -0.1930 2.7938 2.1189
H -1.8576 4.6042 2.4534
H -2.6954 5.8882 0.5121
H -1.8611 5.3652 -1.7571
H -0.2296 3.5460 -2.0843
Se -3.1303 -1.0887 1.7500
C -1.6047 -1.7483 0.9534
N -0.4519 -1.1360 0.8689
S -7.5260 1.6129 -1.6895
C -5.8708 1.5653 -1.3970
S -4.7886 0.4949 -2.2266
C -3.4240 1.0989 -1.3003
N -3.7682 2.0414 -0.4741
N -5.1289 2.2934 -0.5439
C -5.5872 3.2520 0.3990
C -4.9967 3.2487 1.6580
C -5.3910 4.1884 2.5945
C -6.3607 5.1323 2.2821
C -6.9347 5.1312 1.0205
C -6.5525 4.1947 0.0711
S -1.8467 0.5190 -1.5327
H -4.2289 2.5189 1.8750
H -4.9308 4.1805 3.5750
H -6.6625 5.8675 3.0183
H -7.6866 5.8678 0.7637
H -6.9967 4.1833 -0.9102
*
```

Electronic energy (eV): -243355.42442
HOMO energy (spin up / spin down) (eV): -0.72 / -0.71
Relative energy (zero: lowest compared OMol25 entry of this formula, charge and spin) (kcal/mol): 62.7
E_LUMO (spin up / spin down) (eV): 3.986 / 3.983
Expectation value of S²: 3.803
Frontier orbital gap (spin up / spin down) (eV): 4.703 / 4.692

Mulliken atomic charge list, values in e, 99 entries: number 1, V, carries 0.0980; number 2, C, carries 1.2806; number 3, C, carries 0.9921; number 4, C, carries 0.9525; number 5, C, carries 0.3326; number 6, C, carries 0.1821; number 7, C, carries -1.6906; number 8, C, carries -1.4526; number 9, C, carries -1.9187; number 10, C, carries -1.4830; number 11, C, carries -1.6614; number 12, H, carries 0.3632; number 13, H, carries 0.4305; number 14, H, carries 0.0533; number 15, H, carries 0.3867; number 16, H, carries 0.2929; number 17, H, carries 0.3301; number 18, H, carries 0.3367; number 19, H, carries 0.3234; number 20, H, carries 0.4592; number 21, H, carries 0.4081; number 22, H, carries 0.3911; number 23, H, carries 0.2872; number 24, H, carries 0.4379; number 25, H, carries 0.2516; number 26, H, carries 0.4317; number 27, C, carries -0.8731; number 28, C, carries -1.1858; number 29, C, carries 1.1550; number 30, C, carries -0.6535; number 31, C, carries -0.6708; number 32, C, carries -0.5635; number 33, N, carries 1.7455; number 34, N, carries -1.4551; number 35, C, carries 0.2342; number 36, C, carries -0.1516; number 37, C, carries -0.2885; number 38, C, carries -1.0719; number 39, C, carries -0.2988; number 40, C, carries 0.2243; number 41, H, carries 0.3568; number 42, H, carries 0.4058; number 43, H, carries 0.3642; number 44, H, carries 0.4127; number 45, H, carries 0.3562; number 46, H, carries 0.4164; number 47, H, carries 0.3391; number 48, H, carries 0.3802; number 49, H, carries 0.4169; number 50, C, carries -0.4154; number 51, C, carries -0.8928; number 52, C, carries -0.1168; number 53, C, carries 0.3706; number 54, C, carries -0.3631; number 55, C, carries -0.7832; number 56, As, carries 1.1267; number 57, C, carries -0.2251; number 58, C, carries -0.1102; number 59, C, carries -1.1072; number 60, C, carries -0.6600; number 61, C, carries -1.0553; number 62, C, carries -0.8177; number 63, C, carries 0.4693; number 64, C, carries 0.0761; number 65, C, carries -0.8792; number 66, C, carries -0.4322; number 67, C, carries -0.7068; number 68, C, carries -0.4671; number 69, H, carries 0.3647; number 70, H, carries 0.3870; number 71, H, carries 0.3757; number 72, H, carries 0.1757; number 73, H, carries 0.3985; number 74, H, carries 0.5106; number 75, H, carries 0.3206; number 76, H, carries 0.2854; number 77, H, carries 0.3910; number 78, H, carries 0.4995; number 79, H, carries 0.0352; number 80, H, carries 0.4202; number 81, H, carries 0.3750; number 82, H, carries 0.3848; number 83, H, carries 0.1713; number 84, Se, carries -0.1335; number 85, C, carries -0.5578; number 86, N, carries 0.9751; number 87, S, carries -0.4461; number 88, C, carries 0.2000; number 89, S, carries -0.1683; number 90, C, carries -0.6733; number 91, N, carries -0.1280; number 92, N, carries 0.3012; number 93, C, carries 0.1569; number 94, C, carries -0.1355; number 95, C, carries -0.6313; number 96, C, carries -0.4854; number 97, C, carries -0.5841; number 98, C, carries -0.4785; number 99, S, carries 0.2631